Entry 1:
The following is a quantum chemistry calculation of a molecular structure, C3H2MnO2 at a distorted geometry, from the OMol25 dataset.

For the HOMO-LUMO gap (spin up / spin down), the calculation gives 5.10 / 8.89 eV. Its LUMO energy (spin up / spin down) is -6.512 / -6.573 eV. The total charge is +1. The spin multiplicity is 7. As for the relative energy (zero: lowest compared OMol25 entry of this formula, charge and spin): 6.8 kcal per mole. The expectation value of S² is 12.0103.

XYZ file:
```
8
Properties=species:S:1:pos:R:3:lowdin_charge:R:1
O 1.767 0.128 0.744 -0.258
C 0.664 -0.593 0.564 -0.275
C -0.214 -0.152 -0.572 -0.210
C -1.429 0.307 -0.235 -0.117
O -2.428 0.720 0.165 0.290
Mn 1.430 1.428 -0.571 1.299
H 0.239 -1.125 1.423 0.132
H -0.028 -0.714 -1.519 0.138
```

***

Entry 2:
The following is a quantum chemistry calculation of a molecular structure, C3H2N2 at a distorted geometry, from the OMol25 dataset.

For the HOMO-LUMO gap (spin up / spin down), the calculation gives 8.55 / 8.77 eV. Its LUMO energy (spin up / spin down) is -0.748 / -0.223 eV. The total charge is 0. The spin multiplicity is 1. As for the relative energy (zero: lowest compared OMol25 entry of this formula, charge and spin): 159.4 kcal per mole.

XYZ file:
```
7
Properties=species:S:1:pos:R:3:lowdin_charge:R:1
C -1.203 0.361 -0.820 0.072
C -0.887 -0.348 0.191 -0.306
C 0.301 0.529 -0.567 -0.069
N -0.521 -1.193 1.195 0.012
N 0.635 -0.876 1.095 0.169
H 1.088 0.158 -1.100 0.052
H 0.587 1.369 0.006 0.069
```

***

Entry 3:
The following is a quantum chemistry calculation of C3H2N2 in the gas phase at a distorted geometry, from the OMol25 dataset.

For the HOMO-LUMO gap (spin up / spin down), the calculation gives 5.92 / 8.13 eV. Its LUMO energy (spin up / spin down) is 0.401 / -2.887 eV. The total charge is 0. The spin multiplicity is 3. As for the relative energy (zero: lowest compared OMol25 entry of this formula, charge and spin): 42.9 kcal per mole. The expectation value of S² is 2.0065.

XYZ file:
```
7
Properties=species:S:1:pos:R:3:lowdin_charge:R:1
C 1.643 0.761 -0.237 0.100
C 0.760 0.011 0.131 -0.185
C -1.441 -0.087 -0.247 -0.347
N -2.493 0.351 -0.201 0.171
N -0.360 -0.780 0.067 0.050
H 2.400 1.467 -0.022 0.019
H -0.509 -1.724 0.508 0.192
```